C15H28AsBF4N3NiO6Si2 | the ωB97M-V functional and the def2-TZVPD basis

```
61
Properties=species:S:1:pos:R:3:forces:R:3
Ni 1.37195 -1.33667 -0.85219 -0.717 1.634 0.121
C 5.68085 -1.14267 2.24781 0.120 0.063 0.302
O 5.22275 -1.19907 0.91141 0.060 -0.085 -0.194
C 3.90915 -1.23337 0.63881 -0.489 0.035 0.048
O 3.53315 -1.09997 -0.49649 0.211 -0.066 -0.180
N 3.07785 -1.34897 1.73591 -0.137 -0.256 0.362
N 1.69115 -1.41257 1.47521 0.101 -0.081 0.261
H 6.72785 -0.85097 2.18321 -0.058 -0.068 0.058
H 5.60925 -2.11857 2.73981 0.015 0.049 -0.047
H 5.13185 -0.39687 2.82801 0.047 -0.044 -0.054
H 3.40235 -1.97227 2.47041 -0.051 0.201 -0.213
H 1.19495 -0.78627 2.10691 0.235 -0.150 -0.177
H 1.34625 -2.36927 1.57551 0.247 0.168 -0.015
C -3.01635 -0.16097 2.13801 0.258 -0.496 -0.342
Si -2.34335 -1.64577 1.11951 -0.472 -0.099 0.414
C -1.38295 -2.82667 2.29241 -0.188 0.517 -0.585
C -3.80185 -2.66807 0.40161 0.656 0.412 0.094
As -0.95955 -1.04887 -0.73079 -0.402 -2.179 -1.083
Si -2.43765 0.03543 -2.26039 -0.330 0.107 0.102
C -1.34875 1.25453 -3.26029 -0.168 -0.488 0.365
C -3.25955 -1.26207 -3.41279 0.409 0.490 0.487
C -3.78625 1.02653 -1.31289 0.431 -0.294 -0.439
H -3.30885 -0.44727 3.14301 -0.045 -0.187 0.254
H -3.88195 0.28423 1.66061 -0.171 0.089 -0.200
H -2.25325 0.60753 2.21691 0.173 0.133 -0.013
H -2.05555 -3.48287 2.83711 -0.266 -0.034 0.086
H -0.78045 -2.29997 3.02781 0.101 0.191 0.107
H -0.73055 -3.46597 1.70411 0.110 -0.139 -0.118
H -4.44435 -3.06307 1.18121 -0.083 -0.042 0.277
H -3.40105 -3.50997 -0.15669 0.081 -0.146 -0.100
H -4.41775 -2.08247 -0.27439 -0.086 0.161 -0.126
H -0.35835 0.82643 -3.41429 0.057 -0.070 -0.013
H -1.21105 2.18243 -2.70909 -0.019 0.121 0.119
H -1.75675 1.50633 -4.23569 -0.218 -0.023 -0.124
H -2.50255 -1.81887 -3.95839 0.161 -0.055 -0.044
H -3.91915 -0.79437 -4.13599 -0.161 0.198 -0.162
H -3.84355 -1.97947 -2.84269 -0.066 -0.087 0.164
H -3.32145 1.55303 -0.48429 0.116 0.036 0.115
H -4.55545 0.37563 -0.90549 -0.085 -0.160 0.059
H -4.27305 1.76563 -1.94229 -0.137 0.159 -0.235
O -0.63215 0.69543 -0.04299 0.914 1.761 0.381
C 0.46035 1.27763 -0.54089 -0.435 -1.155 0.353
O 1.31615 0.63043 -1.16969 0.133 -0.386 -0.036
C 0.58295 2.70373 -0.35499 -0.711 0.696 0.112
C -0.52945 3.52413 -0.04049 0.788 -0.324 -0.212
C -0.35355 4.89573 0.03671 -0.245 -0.073 0.002
C 0.88515 5.47403 -0.13619 1.121 -0.093 -0.151
C 2.01205 4.64803 -0.39649 -3.044 -0.808 0.343
C 1.83615 3.27793 -0.53329 0.621 0.434 0.012
N 3.28575 5.20283 -0.50869 3.380 1.455 -0.301
O 3.39995 6.44723 -0.43889 -0.181 -1.816 -0.115
O 4.26865 4.44623 -0.66059 -1.563 1.181 0.224
H -1.49665 3.07123 0.11031 -0.054 -0.059 0.017
H -1.21125 5.52553 0.23551 0.026 0.049 0.023
H 1.02955 6.53983 -0.07409 -0.018 0.067 0.049
H 2.68405 2.65323 -0.77479 -0.048 -0.060 0.010
F 0.25955 -4.84347 0.23111 -0.764 -0.314 0.127
B 1.59085 -4.56127 0.00511 -0.486 0.546 -0.097
F 1.63085 -3.36507 -0.79099 0.277 -0.233 -0.387
F 2.20035 -4.26567 1.22441 0.511 0.318 0.840
F 2.23265 -5.57117 -0.63049 0.537 -0.705 -0.526
```
Positions in Å, forces in eV/Å.

Summary:
total charge	-1
energy above the lowest of the compared OMol25 structures with the same formula, charge and spin	371.0	kJ/mol
Kohn-Sham gap (alpha / beta)	3.1 / 3.1	eV
LUMO energy (alpha / beta)	1.26 / 1.25	eV

natural (NBO) population analysis, charges in e, atoms 1 to 2:
1. Ni 0.6427
2. C -0.2657